Entry 1:
{"formula": "C18H33ClFN3", "method": "ωB97M-V/def2-TZVPD", "elements": ["Cl", "C", "N", "C", "C", "N", "F", "C", "C", "C", "C", "H", "H", "H", "H", "H", "H", "H", "H", "H", "H", "H", "H", "H", "H", "C", "C", "C", "N", "C", "C", "C", "C", "C", "C", "C", "C", "H", "H", "H", "H", "H", "H", "H", "H", "H", "H", "H", "H", "H", "H", "H", "H", "H", "H", "H"], "xyz": [[-2.446, -2.464, -9.137], [-3.894, -2.417, -8.054], [-3.522, -2.238, -6.595], [-2.663, -3.390, -6.084], [-2.365, -3.189, -4.627], [-2.998, -1.916, -4.164], [-2.569, -1.618, -2.653], [-4.483, -2.030, -4.316], [-4.799, -2.210, -5.780], [-2.476, -0.753, -4.926], [-2.788, -0.921, -6.379], [-4.515, -1.568, -8.381], [-4.432, -3.368, -8.190], [-3.251, -4.302, -6.282], [-1.771, -3.398, -6.725], [-2.784, -4.009, -4.032], [-1.287, -3.112, -4.465], [-4.818, -2.902, -3.745], [-4.943, -1.114, -3.934], [-5.402, -1.387, -6.194], [-5.313, -3.160, -5.998], [-2.954, 0.143, -4.518], [-1.396, -0.719, -4.760], [-1.896, -0.969, -7.018], [-3.462, -0.137, -6.760], [3.318, -1.456, -1.584], [2.064, -0.814, -2.164], [1.118, -0.262, -1.099], [0.914, -1.149, 0.035], [-0.157, -0.858, 0.868], [-1.430, -0.667, 0.375], [-2.512, -0.165, 1.269], [-2.047, 0.448, 2.611], [-0.981, -0.411, 3.283], [0.192, -0.722, 2.349], [2.071, -1.854, 0.572], [2.933, -2.480, -0.524], [3.895, -1.935, -2.383], [3.945, -0.681, -1.127], [2.327, 0.001, -2.846], [1.519, -1.555, -2.760], [1.528, 0.713, -0.761], [0.138, -0.052, -1.550], [-1.664, -0.845, -0.678], [-3.128, 0.576, 0.744], [-3.178, -1.006, 1.521], [-1.634, 1.451, 2.436], [-2.903, 0.544, 3.293], [-0.595, 0.110, 4.168], [-1.418, -1.349, 3.654], [0.700, -1.623, 2.730], [0.926, 0.105, 2.452], [2.710, -1.176, 1.174], [1.725, -2.658, 1.242], [2.375, -3.297, -0.993], [3.824, -2.926, -0.071]], "mulliken_charge": [-0.049, -0.420, -0.481, -0.355, -0.545, -0.025, -0.242, -0.633, -0.362, -0.498, -0.416, 0.403, 0.414, 0.410, 0.468, 0.408, 0.310, 0.398, 0.403, 0.418, 0.443, 0.409, 0.312, 0.486, 0.371, -0.769, -0.413, -0.553, 0.291, 0.434, -0.296, -0.671, -0.784, -0.948, -0.409, -0.617, -0.902, 0.337, 0.341, 0.338, 0.122, 0.206, 0.320, 0.081, 0.338, 0.320, 0.332, 0.337, 0.362, 0.352, 0.340, 0.394, 0.372, 0.404, 0.339, 0.377], "multiplicity": 1, "total_charge": 2}


Entry 2:
{"formula": "C2H5FN2O", "method": "ωB97M-V/def2-TZVPD", "elements": ["C", "C", "N", "N", "O", "F", "H", "H", "H", "H", "H"], "xyz": [[0.190, -0.906, -0.275], [0.787, 1.485, 0.255], [-0.906, -1.699, -0.316], [-0.068, 0.379, 0.602], [1.230, -1.092, -0.869], [-1.430, 0.688, 0.651], [1.339, 1.631, 1.140], [1.323, 1.142, -0.537], [0.038, 2.359, -0.058], [-1.660, -1.427, 0.193], [-0.842, -2.560, -0.788]], "mulliken_charge": [0.580, -0.747, -0.331, 0.013, -0.561, -0.241, 0.245, 0.332, 0.302, 0.195, 0.212], "multiplicity": 1}


Entry 3:
{"formula": "C2HF5O", "method": "ωB97M-V/def2-TZVPD", "elements": ["C", "C", "O", "F", "F", "F", "F", "F", "H"], "xyz": [[0.080, 0.609, -0.362], [1.789, 0.460, 0.012], [-0.332, 1.740, 0.149], [0.074, 0.663, -1.744], [2.376, -0.470, -0.660], [2.400, 1.610, -0.218], [1.807, 0.152, 1.310], [-1.734, 1.599, 0.500], [-0.324, -0.403, -0.216]], "mulliken_charge": [0.132, 0.751, -0.104, -0.288, -0.209, -0.232, -0.242, -0.155, 0.348], "multiplicity": 1}


Entry 4:
{"formula": "C40H44F3N6P2PtS2", "method": "ωB97M-V/def2-TZVPD", "elements": ["Pt", "C", "S", "C", "C", "C", "N", "P", "C", "C", "C", "C", "C", "C", "C", "C", "C", "C", "C", "C", "P", "C", "C", "C", "C", "C", "C", "C", "C", "C", "C", "C", "C", "H", "H", "H", "H", "H", "H", "H", "H", "H", "H", "H", "H", "H", "H", "H", "H", "H", "H", "H", "H", "H", "H", "H", "H", "H", "H", "H", "H", "H", "F", "C", "F", "F", "C", "C", "C", "C", "N", "C", "S", "H", "H", "H", "C", "N", "C", "N", "C", "N", "C", "N", "C", "C", "H", "H", "H", "H", "H", "H", "H", "H", "H", "H", "H", "H"], "xyz": [[-0.911, -0.781, 0.099], [2.773, 6.452, -0.618], [3.368, 5.106, -1.658], [3.969, 3.990, -0.363], [2.882, 3.130, 0.268], [2.205, 2.222, -0.746], [1.219, 1.334, -0.115], [1.382, -0.308, 0.303], [2.892, -0.892, -0.474], [2.783, -1.522, -1.714], [3.921, -1.913, -2.404], [5.171, -1.675, -1.851], [5.285, -1.054, -0.614], [4.150, -0.662, 0.080], [1.747, -0.332, 2.080], [2.199, -1.519, 2.659], [2.376, -1.603, 4.030], [2.099, -0.504, 4.835], [1.653, 0.678, 4.263], [1.480, 0.766, 2.888], [-0.453, 1.591, -0.232], [-0.744, 3.322, 0.195], [-0.665, 4.355, -0.740], [-0.852, 5.668, -0.334], [-1.121, 5.954, 0.998], [-1.212, 4.930, 1.931], [-1.029, 3.616, 1.529], [-0.857, 1.511, -2.009], [0.004, 0.911, -2.923], [-0.385, 0.727, -4.244], [-1.643, 1.134, -4.660], [-2.511, 1.732, -3.754], [-2.124, 1.917, -2.437], [2.428, 7.244, -1.279], [3.583, 6.842, -0.003], [1.942, 6.144, 0.016], [4.462, 4.600, 0.394], [4.737, 3.363, -0.821], [2.131, 3.765, 0.748], [3.321, 2.507, 1.055], [2.956, 1.621, -1.268], [1.694, 2.814, -1.507], [1.802, -1.708, -2.138], [3.831, -2.403, -3.365], [6.062, -1.979, -2.385], [6.262, -0.878, -0.185], [4.245, -0.185, 1.048], [2.423, -2.380, 2.040], [2.734, -2.523, 4.472], [2.235, -0.571, 5.906], [1.433, 1.533, 4.888], [1.146, 1.698, 2.449], [-0.456, 4.141, -1.781], [-0.786, 6.468, -1.060], [-1.269, 6.981, 1.309], [-1.436, 5.153, 2.965], [-1.124, 2.810, 2.250], [0.996, 0.602, -2.612], [0.301, 0.275, -4.949], [-1.944, 0.997, -5.690], [-3.491, 2.061, -4.077], [-2.809, 2.385, -1.738], [-4.402, -1.746, 4.041], [-4.908, -0.651, 3.459], [-6.221, -0.626, 3.722], [-4.359, 0.414, 4.059], [-4.645, -0.645, 1.975], [-5.682, -0.555, 1.072], [-5.426, -0.537, -0.298], [-4.116, -0.610, -0.713], [-3.110, -0.703, 0.164], [-3.332, -0.716, 1.489], [-1.845, -0.819, 2.389], [-6.699, -0.497, 1.436], [-6.227, -0.470, -1.020], [-3.837, -0.593, -1.759], [-2.235, -3.750, 0.353], [-1.017, -3.099, -0.214], [-0.950, -3.450, -1.656], [-0.912, -4.885, -1.861], [-2.118, -5.474, -1.265], [-2.210, -5.188, 0.169], [-1.021, -5.727, 0.831], [0.210, -5.148, 0.279], [0.164, -3.712, 0.457], [0.253, -5.434, -1.159], [-3.106, -3.336, -0.157], [-2.285, -3.501, 1.414], [-0.051, -2.991, -2.075], [-1.827, -3.028, -2.152], [-2.092, -6.554, -1.412], [-2.999, -5.072, -1.768], [-0.996, -6.809, 0.700], [-1.072, -5.501, 1.897], [1.063, -3.268, 0.021], [0.112, -3.458, 1.517], [0.273, -6.514, -1.304], [1.165, -5.007, -1.582]], "mulliken_charge": [1.501, -0.754, -0.089, -1.154, -0.222, -0.974, 0.152, 0.056, 0.730, 0.164, -1.045, -0.668, -0.800, -0.564, 0.699, -0.417, -0.883, -0.724, -0.770, -0.331, 0.087, 0.666, -0.088, -0.932, -0.512, -0.785, -0.487, 0.841, -0.256, -0.709, -0.695, -0.753, -0.670, 0.352, 0.324, 0.121, 0.532, 0.408, 0.151, 0.143, 0.731, 0.662, 0.191, 0.497, 0.418, 0.475, 0.479, 0.548, 0.465, 0.426, 0.480, 0.334, 0.382, 0.461, 0.418, 0.466, 0.430, 0.261, 0.499, 0.430, 0.462, 0.555, -0.214, 0.665, -0.303, -0.216, -0.144, -0.388, -1.089, -0.489, -0.153, 0.561, -0.353, 0.535, 0.475, 0.599, -0.732, 0.329, -0.414, 0.083, -0.715, 0.148, -0.628, 0.129, -0.340, -0.720, 0.103, 0.260, -0.067, 0.224, 0.348, 0.337, 0.351, 0.347, -0.064, 0.113, 0.338, 0.370], "multiplicity": 3, "total_charge": 1, "s_squared": 2.01}


Entry 5:
{"formula": "C56H56AsF3N2O3P2SSn", "method": "ωB97M-V/def2-TZVPD", "elements": ["Sn", "C", "C", "C", "C", "C", "O", "C", "N", "C", "C", "C", "C", "C", "C", "P", "C", "C", "C", "C", "C", "C", "C", "C", "C", "C", "C", "C", "H", "H", "H", "H", "H", "H", "H", "H", "H", "H", "H", "H", "H", "H", "H", "H", "H", "H", "H", "H", "H", "H", "H", "H", "O", "H", "H", "O", "H", "H", "S", "F", "C", "F", "F", "C", "C", "C", "N", "C", "C", "H", "H", "H", "H", "C", "C", "As", "C", "C", "C", "C", "C", "C", "C", "C", "C", "C", "C", "C", "P", "C", "C", "C", "C", "C", "C", "C", "C", "C", "C", "C", "C", "H", "H", "H", "H", "H", "H", "H", "H", "H", "H", "H", "H", "H", "H", "H", "H", "H", "H", "H", "H", "H", "H", "H", "H"], "xyz": [[-0.104, 1.418, -0.903], [3.428, 0.448, -0.894], [3.330, 1.465, -2.031], [4.548, 1.239, -2.934], [3.292, 2.914, -1.521], [3.729, 3.937, -2.569], [2.920, 5.079, -2.292], [1.872, 4.625, -1.553], [1.956, 3.434, -1.109], [0.824, 5.679, -1.385], [1.182, 6.945, -1.872], [0.353, 8.041, -1.747], [-0.875, 7.901, -1.122], [-1.248, 6.658, -0.654], [-0.430, 5.532, -0.778], [-1.196, 3.970, -0.144], [-1.352, 4.394, 1.627], [-2.434, 5.016, 2.241], [-2.420, 5.256, 3.609], [-1.328, 4.881, 4.376], [-0.236, 4.274, 3.770], [-0.254, 4.029, 2.408], [-2.849, 4.073, -0.894], [-4.008, 3.660, -0.242], [-5.216, 3.609, -0.920], [-5.275, 3.942, -2.265], [-4.117, 4.313, -2.933], [-2.911, 4.372, -2.256], [3.354, -0.568, -1.287], [2.642, 0.562, -0.148], [4.397, 0.539, -0.393], [2.415, 1.289, -2.604], [5.468, 1.536, -2.423], [4.493, 1.776, -3.879], [4.634, 0.178, -3.170], [3.951, 2.974, -0.644], [3.508, 3.606, -3.585], [4.772, 4.235, -2.497], [2.140, 7.067, -2.350], [0.669, 9.000, -2.136], [-1.540, 8.746, -1.008], [-2.220, 6.544, -0.191], [-3.291, 5.328, 1.659], [-3.269, 5.736, 4.076], [-1.328, 5.059, 5.443], [0.620, 3.978, 4.362], [0.585, 3.536, 1.932], [-3.973, 3.352, 0.795], [-6.111, 3.295, -0.398], [-6.217, 3.895, -2.795], [-4.146, 4.539, -3.991], [-2.010, 4.640, -2.793], [-2.657, 0.892, -0.514], [-2.649, 0.946, -1.489], [-2.742, -0.043, -0.299], [2.750, 1.290, 1.856], [2.306, 2.094, 1.568], [2.933, 0.828, 1.032], [-0.874, 1.456, -3.070], [-2.840, 0.049, 6.814], [-2.202, 1.168, 6.422], [-1.129, 1.304, 7.213], [-3.025, 2.195, 6.690], [-1.838, 1.106, 4.964], [-2.815, 1.331, 4.007], [-2.455, 1.222, 2.674], [-1.226, 0.917, 2.272], [-0.300, 0.702, 3.200], [-0.554, 0.784, 4.562], [-3.826, 1.588, 4.291], [-3.181, 1.387, 1.886], [0.697, 0.472, 2.839], [0.233, 0.608, 5.281], [1.151, -2.790, 0.365], [1.063, -4.292, 0.590], [2.864, -5.086, 0.493], [2.344, -6.946, 0.192], [3.270, -7.802, -0.402], [2.966, -9.137, -0.612], [1.731, -9.639, -0.222], [0.807, -8.799, 0.377], [1.112, -7.458, 0.583], [3.163, -4.589, -1.376], [2.277, -4.952, -2.388], [2.471, -4.503, -3.684], [3.554, -3.685, -3.983], [4.443, -3.321, -2.984], [4.246, -3.774, -1.684], [-0.439, -1.907, 0.025], [-1.522, -2.364, 1.418], [-2.911, -2.321, 1.275], [-3.746, -2.406, 2.378], [-3.209, -2.524, 3.652], [-1.831, -2.566, 3.811], [-0.998, -2.485, 2.705], [-1.034, -2.898, -1.397], [-1.817, -4.049, -1.325], [-2.171, -4.733, -2.479], [-1.748, -4.274, -3.720], [-0.972, -3.128, -3.802], [-0.624, -2.441, -2.650], [1.741, -2.582, -0.535], [1.666, -2.286, 1.188], [0.448, -4.755, -0.183], [0.622, -4.529, 1.559], [4.235, -7.417, -0.715], [3.693, -9.789, -1.080], [1.492, -10.681, -0.385], [-0.158, -9.182, 0.683], [0.374, -6.818, 1.050], [1.429, -5.591, -2.166], [1.772, -4.784, -4.460], [3.701, -3.330, -4.995], [5.290, -2.687, -3.214], [4.939, -3.485, -0.902], [-3.351, -2.224, 0.288], [-4.819, -2.373, 2.241], [-3.857, -2.582, 4.517], [-1.404, -2.650, 4.802], [0.075, -2.493, 2.853], [-2.134, -4.433, -0.363], [-2.776, -5.627, -2.409], [-2.035, -4.803, -4.619], [-0.652, -2.751, -4.765], [-0.062, -1.517, -2.730]], "mulliken_charge": [1.806, -0.226, 0.691, -1.692, -0.031, -0.758, -0.425, 0.218, 0.154, 0.563, -1.067, -0.751, -0.867, -0.402, 0.724, 0.779, 0.654, -0.117, -0.911, -0.519, -0.390, -0.717, 0.649, -0.138, -0.885, -0.672, -0.666, -0.963, 0.174, -0.713, 0.559, 0.022, 0.403, 0.437, 0.340, 0.372, 0.420, 0.271, 0.476, 0.394, 0.460, 0.248, 0.419, 0.427, 0.443, 0.446, 0.271, 0.237, 0.439, 0.383, 0.425, 0.391, -0.645, 0.198, 0.066, -0.854, 0.379, 0.006, -0.542, -0.263, 0.532, -0.293, -0.267, 0.689, -1.546, -0.273, 1.815, -0.583, -1.146, 0.533, 0.120, 0.385, 0.522, -0.904, -0.769, 0.266, 0.174, -0.360, -0.613, -0.405, -0.723, 0.007, 0.002, 0.041, -0.596, -0.595, -0.441, -0.455, 0.279, 0.809, -0.698, -0.898, -0.627, -0.728, -0.647, 0.542, -0.139, -0.697, -0.536, -0.826, -0.770, 0.047, 0.816, 0.236, 0.759, 0.343, 0.373, 0.374, 0.380, 0.296, 0.345, 0.454, 0.403, 0.495, 0.311, 0.419, 0.427, 0.434, 0.431, 0.347, 0.428, 0.439, 0.399, 0.525, 0.211], "multiplicity": 1}


no.,calculated total energy (eV)
1,-38891.1284
2,-9898.0364
3,-17721.0365
4,-102778.8961
5,-172340.3522